# 1
15
Properties=species:S:1:pos:R:3:lowdin_charge:R:1 method="wB97M-V/def2-TZVPD" energy_ha=-379.10922 gap_ev=10.195 smiles="NC(=O)CNCO" de_lowest_kcal_mol=19.95 charge=0
O 2.14 0.03 1.22 0.054
C 1.73 0.04 0.07 -0.541
N 2.57 0.16 -0.99 0.162
C 0.29 -0.20 -0.27 -0.146
N -0.63 0.07 0.83 -0.040
C -1.97 -0.27 0.50 -0.329
O -2.59 0.72 -0.30 -0.070
H 3.54 0.28 -0.76 0.108
H 2.21 0.27 -1.92 0.101
H 0.01 0.47 -1.09 0.125
H 0.14 -1.24 -0.57 0.131
H -0.29 -0.25 1.72 0.105
H -2.10 -1.19 -0.10 0.120
H -2.52 -0.45 1.43 0.119
H -2.51 1.56 0.21 0.101

---

# 2
110
Properties=species:S:1:pos:R:3:lowdin_charge:R:1 method="wB97M-V/def2-TZVPD" energy_ha=-6662.41870 gap_ev=7.360 smiles="CCSCC1=C(CCCCS(=O)(=O)Cl)C(=O)c2c(CCC(F)=C(F)F)c(C[C@H](C)Br)cc(CCOC(C)=O)c2C1=O.Fc1ccccc1.Fc1ccccc1.Fc1ccccc1" charge=0
C -1.60 5.31 5.68 -0.175
C -2.86 4.33 5.83 -0.516
S -3.83 4.09 4.26 0.810
C -4.00 2.26 4.07 -0.437
C -2.82 1.54 3.27 -0.085
C -2.89 0.10 3.11 -0.078
C -4.12 -0.74 3.70 -0.134
C -5.44 -0.65 2.78 -0.189
C -5.11 -0.81 1.20 -0.207
C -6.50 -0.43 0.43 -0.252
S -6.23 -0.22 -1.41 0.424
O -7.55 0.26 -1.99 -0.405
O -5.17 0.82 -1.65 -0.406
Cl -5.77 -2.06 -2.28 0.327
C -1.73 -0.75 2.34 -0.215
O -1.35 -1.90 2.73 0.018
C -1.09 0.04 1.08 0.020
C -0.58 -0.67 -0.20 -0.078
C -0.65 -2.25 -0.39 -0.130
C 0.76 -2.95 -0.72 -0.110
C 2.04 -2.24 -0.09 -0.121
F 2.08 -1.48 1.10 0.032
C 3.29 -2.40 -0.77 -0.145
F 3.50 -3.38 -1.76 0.039
F 4.42 -1.59 -0.44 0.029
C 0.02 0.20 -1.36 -0.134
C 0.63 -0.36 -2.72 -0.188
C -0.44 -0.95 -3.76 -0.663
C -0.08 -0.50 -5.28 -0.152
Br -2.32 -0.40 -3.38 0.689
C 0.04 1.76 -1.18 0.066
C -0.48 2.49 0.10 -0.091
C -0.39 4.08 0.11 -0.095
C -1.43 4.62 -1.03 -0.182
O -0.84 4.64 -2.36 -0.092
C -1.92 5.03 -3.23 -0.395
C -2.72 3.94 -4.10 -0.001
O -2.27 6.23 -3.38 0.058
C -1.02 1.61 1.24 0.029
C -1.54 2.27 2.63 -0.232
O -0.93 3.23 3.15 0.037
H -1.81 6.01 4.79 0.069
H -0.61 4.74 5.50 0.074
H -1.43 5.93 6.64 0.076
H -2.51 3.31 6.18 0.056
H -3.52 4.76 6.68 0.080
H -5.04 2.05 3.65 0.073
H -3.99 1.81 5.14 0.089
H -4.38 -0.42 4.78 0.121
H -3.80 -1.85 3.67 0.122
H -6.00 0.34 2.88 0.096
H -6.22 -1.47 3.04 0.127
H -4.33 -0.05 0.83 0.113
H -4.77 -1.88 0.97 0.121
H -7.30 -1.21 0.67 0.120
H -6.86 0.57 0.84 0.121
H -1.33 -2.43 -1.31 0.104
H -1.13 -2.82 0.47 0.108
H 0.91 -3.00 -1.86 0.105
H 0.80 -4.06 -0.37 0.137
H 1.15 0.53 -3.25 0.113
H 1.49 -1.10 -2.49 0.105
H -0.33 -2.10 -3.74 0.093
H -0.96 0.09 -5.72 0.059
H 0.83 0.19 -5.34 0.068
H 0.16 -1.40 -5.96 0.082
H 0.47 2.39 -2.02 0.108
H -0.72 4.58 1.08 0.112
H 0.65 4.41 -0.21 0.133
H -2.35 3.95 -1.07 0.141
H -1.77 5.67 -0.69 0.141
H -2.19 2.91 -4.10 0.066
H -2.81 4.24 -5.20 0.097
H -3.75 3.81 -3.62 0.098
F 10.44 -3.21 0.59 0.060
C 9.19 -3.52 0.23 -0.291
C 8.13 -2.83 0.79 -0.012
C 6.83 -3.14 0.42 -0.082
C 6.60 -4.15 -0.51 -0.094
C 7.67 -4.84 -1.07 -0.082
C 8.97 -4.52 -0.71 -0.022
H 8.33 -2.05 1.52 0.117
H 5.99 -2.60 0.85 0.093
H 5.58 -4.40 -0.80 0.087
H 7.49 -5.63 -1.79 0.104
H 9.82 -5.04 -1.14 0.115
F 2.06 -0.58 -7.01 0.029
C 2.80 -1.48 -7.69 -0.284
C 4.05 -1.83 -7.20 -0.016
C 4.81 -2.76 -7.91 -0.081
C 4.32 -3.31 -9.09 -0.097
C 3.07 -2.94 -9.57 -0.083
C 2.30 -2.02 -8.86 -0.017
H 4.42 -1.39 -6.29 0.117
H 5.79 -3.05 -7.53 0.106
H 4.92 -4.03 -9.64 0.102
H 2.69 -3.37 -10.49 0.106
H 1.32 -1.73 -9.21 0.117
F -1.10 2.09 8.54 0.058
C -0.35 1.20 7.85 -0.285
C 0.90 0.85 8.34 -0.018
C 1.66 -0.07 7.63 -0.080
C 1.18 -0.61 6.44 -0.086
C -0.08 -0.24 5.97 -0.071
C -0.85 0.66 6.68 -0.019
H 1.26 1.29 9.26 0.116
H 2.64 -0.36 8.00 0.105
H 1.78 -1.33 5.88 0.104
H -0.46 -0.66 5.04 0.091
H -1.83 0.95 6.32 0.095

---

# 3
18
Properties=species:S:1:pos:R:3:lowdin_charge:R:1 method="wB97M-V/def2-TZVPD" energy_ha=-381.17437 gap_ev=9.670 de_lowest_kcal_mol=69.70 charge=0
C 2.03 -0.74 -0.70 -0.196
C -1.78 -0.29 -1.32 -0.102
C -1.15 0.85 1.32 -0.025
C 1.24 -0.04 0.78 -0.202
C -0.19 0.15 0.40 -0.341
O 2.16 0.18 -1.71 -0.077
N -0.45 -0.27 -0.77 0.009
N 1.66 -0.20 1.95 0.139
H 1.46 0.84 -1.55 0.080
H 0.97 -0.06 2.70 0.051
H 2.98 -0.95 -0.22 0.082
H 1.66 -1.70 -1.07 0.097
H -2.14 0.73 -1.51 0.087
H -2.50 -0.77 -0.65 0.082
H -1.76 -0.84 -2.26 0.075
H -1.48 1.78 0.86 0.091
H -0.68 1.09 2.27 0.066
H -2.04 0.24 1.49 0.084